(1)
Here is a 8-piece molecular cluster, C14H42BF4O7S7 overall at a distorted geometry from OMol25. Energies are from ωB97M-V/def2-TZVPD.

Atoms and positions in Å:
B 28.635 -0.433 -21.070
F 27.477 0.269 -20.689
F 28.476 -1.829 -20.896
F 28.881 -0.160 -22.434
F 29.733 -0.061 -20.275
C 24.734 -0.148 -19.958
S 23.972 1.492 -19.745
O 23.366 1.807 -21.092
C 22.602 0.889 -18.705
H 25.059 -0.538 -18.991
H 25.617 -0.011 -20.580
H 24.041 -0.869 -20.388
H 22.022 0.139 -19.242
H 21.951 1.749 -18.544
H 22.951 0.492 -17.754
C 27.742 -1.895 -24.673
S 26.651 -0.410 -24.773
O 25.855 -0.531 -26.030
C 25.611 -0.824 -23.331
H 27.391 -2.616 -25.407
H 27.744 -2.261 -23.651
H 28.751 -1.538 -24.870
H 25.248 0.070 -22.827
H 26.251 -1.331 -22.612
H 24.770 -1.420 -23.682
C 29.990 3.338 -20.052
S 28.346 3.906 -20.637
O 28.399 5.377 -20.950
C 28.221 3.104 -22.268
H 30.784 3.547 -20.771
H 29.924 2.250 -19.957
H 30.227 3.767 -19.082
H 28.307 2.017 -22.250
H 28.992 3.524 -22.915
H 27.260 3.401 -22.680
C 32.083 -1.960 -24.371
S 32.379 -3.220 -23.113
O 33.173 -2.590 -21.990
C 30.635 -3.301 -22.584
H 31.136 -2.071 -24.902
H 32.893 -1.784 -25.077
H 31.935 -0.992 -23.872
H 30.315 -2.348 -22.164
H 30.663 -4.019 -21.762
H 29.921 -3.658 -23.322
C 30.461 2.828 -27.327
S 30.420 3.176 -25.539
O 29.159 3.910 -25.311
C 30.161 1.492 -24.950
H 31.169 2.009 -27.460
H 30.775 3.719 -27.858
H 29.462 2.492 -27.603
H 31.011 0.883 -25.265
H 29.231 1.072 -25.337
H 30.104 1.519 -23.865
C 34.808 0.084 -21.300
S 33.763 1.453 -20.762
O 34.313 2.669 -21.481
C 32.278 0.934 -21.721
H 34.917 0.158 -22.382
H 34.264 -0.851 -21.120
H 35.773 0.015 -20.808
H 32.602 0.833 -22.755
H 31.458 1.641 -21.628
H 31.921 0.001 -21.284
C 27.706 0.698 -15.555
S 26.662 0.363 -16.961
O 25.364 1.123 -16.783
C 27.701 1.154 -18.205
H 27.337 0.243 -14.640
H 27.859 1.761 -15.353
H 28.681 0.281 -15.823
H 27.050 1.536 -18.996
H 28.392 0.472 -18.696
H 28.137 2.079 -17.820

## Properties
Calculated total energy in eV: -116928.3375
Strongest force on any atom in eV Å⁻¹: 1.516
Net charge: -1
HOMO in eV: -6.096

---

(2)
Here is a 11-piece molecular cluster, C5H32N2O11 overall at a distorted geometry from OMol25. Energies are from ωB97M-V/def2-TZVPD.

Atoms and positions in Å:
C -0.729 -0.931 0.173
C -0.698 -0.923 1.710
C -1.051 -2.340 2.182
C -1.656 0.056 2.267
N 0.425 -1.570 -0.439
C 0.652 -1.289 -1.727
N 1.423 -2.163 -2.521
O 0.381 -0.188 -2.296
H -1.545 -1.450 -0.067
H -0.944 0.046 -0.253
H 0.359 -0.666 2.010
H -1.788 -2.861 1.376
H -1.356 -2.571 3.101
H -0.042 -2.885 2.175
H -1.904 -0.295 3.248
H -2.543 0.111 1.690
H -1.162 1.089 2.397
H 0.730 -2.443 -0.027
H 1.700 -3.070 -2.316
H 1.884 -1.860 -3.381
H -4.043 1.065 -0.122
H -3.082 1.889 0.683
O -3.993 1.526 0.710
H 3.191 0.392 0.080
H 3.792 -0.436 -1.087
O 3.712 -0.280 -0.128
H -2.145 1.717 -1.411
H -1.396 2.832 -0.601
O -2.270 2.545 -0.953
H 0.425 2.263 0.700
H -0.458 2.602 1.729
O -0.404 2.654 0.869
H 2.310 1.018 -3.337
H 2.115 1.108 -1.778
O 2.730 0.784 -2.392
H 2.913 0.696 2.909
H 1.493 0.194 2.397
O 2.236 0.858 2.127
H 2.558 1.708 0.233
H 2.663 2.914 -0.639
O 1.950 2.338 -0.179
H 3.521 -1.512 1.479
H 2.120 -1.761 1.989
O 2.976 -1.620 2.271
H -1.329 1.659 -3.300
H -1.336 0.203 -2.827
O -1.917 0.915 -3.109
H -3.159 0.008 -2.114
H -3.476 -1.467 -1.701
O -3.829 -0.607 -1.798

## Properties
Calculated total energy in eV: -31194.8306
2S+1: 2
Strongest force on any atom in eV Å⁻¹: 7.266
Net charge: +1
HOMO (alpha / beta) in eV: -12.818 / -12.643
<S²>: 0.779

---

(3)
Here is a 2-piece molecular cluster, C7H18N6O overall at a distorted geometry from OMol25. Energies are from ωB97M-V/def2-TZVPD.

Atoms and positions in Å:
C 0.279 -1.472 0.749
C -2.077 -1.756 1.116
C -1.082 -1.319 0.048
C -1.798 -2.442 3.544
C 3.835 2.712 -1.815
C -0.671 0.639 -1.181
C -1.183 1.998 -1.554
N 1.291 -1.182 0.024
N -3.386 -1.902 0.963
N 0.084 -1.851 2.015
N -1.398 -0.046 -0.470
N -1.475 -1.982 2.209
N 2.775 1.587 -1.883
O 0.042 2.876 -1.891
H -0.979 -2.232 -0.712
H -0.974 -2.050 4.172
H -2.683 -1.956 3.776
H -1.886 -3.541 3.635
H 4.495 2.656 -2.663
H 3.327 3.703 -1.945
H 4.405 2.727 -0.934
H -3.794 -1.669 0.006
H 0.288 0.193 -1.657
H -1.874 2.430 -0.820
H -1.799 1.864 -2.460
H 2.231 -1.401 0.486
H -4.062 -2.404 1.572
H 0.779 -1.969 2.831
H 1.935 1.939 -2.402
H 2.395 1.362 -0.913
H 3.198 0.760 -2.265
H -0.239 3.729 -1.581

## Properties
Calculated total energy in eV: -18520.9182
Strongest force on any atom in eV Å⁻¹: 6.081
Net charge: +2
HOMO in eV: -15.891

---

(4)
Here is C6H12ClCr2O6 as an isolated structure at a distorted geometry from OMol25. Energies are from ωB97M-V/def2-TZVPD.

Atoms and positions in Å:
Cr -2.252 2.744 1.767
Cr 0.273 -1.396 3.617
Cl -0.966 0.556 2.395
C -2.178 3.571 -2.460
O -2.403 2.090 -2.496
C -2.450 1.257 -1.390
O -2.564 1.633 -0.175
O -2.455 -0.063 -1.815
C -2.403 -1.092 -0.852
H -2.769 4.112 -1.721
H -2.419 4.061 -3.403
H -1.135 3.804 -2.250
H -1.665 -0.758 -0.122
H -2.079 -2.043 -1.274
H -3.384 -1.111 -0.378
C 1.405 0.278 -0.316
O 2.410 -0.689 -0.176
C 2.434 -1.445 0.924
O 1.719 -1.306 1.897
O 3.570 -2.234 0.822
C 3.897 -3.156 1.924
H 1.727 0.774 -1.232
H 1.308 0.870 0.594
H 0.410 -0.105 -0.546
H 3.694 -2.740 2.910
H 4.925 -3.514 1.871
H 3.348 -4.097 1.884

## Properties
Calculated total energy in eV: -88013.3042
2S+1: 10
Strongest force on any atom in eV Å⁻¹: 6.543
Net charge: +4
HOMO (alpha / beta) in eV: -22.244 / -22.209
<S²>: 24.807

---

(5)
Here is a 2-piece molecular cluster, C4H12NO overall at a distorted geometry from OMol25. Energies are from ωB97M-V/def2-TZVPD.

Atoms and positions in Å:
C -0.881 1.218 2.161
C -0.982 -0.221 1.578
C 0.153 -0.499 0.576
C 1.274 -1.220 0.674
N -0.089 0.186 -0.874
H -1.792 1.556 2.718
H 0.011 1.146 2.888
H -0.688 1.876 1.298
H -1.046 -0.905 2.489
H -1.982 -0.494 1.067
H 1.330 -1.710 1.679
H 2.130 -1.282 0.133
H 0.211 1.224 -0.729
H -1.095 0.255 -1.409
H 0.626 -0.196 -1.499
H 1.149 -1.018 -4.420
H 1.097 0.431 -4.329
O 0.573 -0.348 -4.002

## Properties
Calculated total energy in eV: -7871.9181
Strongest force on any atom in eV Å⁻¹: 5.180
Net charge: +1
HOMO in eV: -14.784

---

(6)
Here is C14H24BF10N3O8PTi as an isolated structure at a distorted geometry from OMol25. Energies are from ωB97M-V/def2-TZVPD.

Atoms and positions in Å:
Ti 0.033 1.080 0.325
O 0.772 0.618 2.378
C -0.086 0.327 3.475
C -1.021 1.511 3.538
N -1.607 1.743 2.219
C -2.773 0.912 1.941
C -3.025 0.927 0.438
O -4.160 0.824 -0.021
O -1.950 1.060 -0.245
C -1.879 3.156 1.961
C -0.707 3.884 1.294
O -0.560 5.084 1.487
O -0.025 3.133 0.513
H 1.486 -0.040 2.309
H -0.608 -0.617 3.304
H 0.510 0.242 4.385
H -1.800 1.349 4.297
H -0.450 2.399 3.814
H -2.547 -0.120 2.216
H -3.671 1.252 2.473
H -2.705 3.221 1.249
H -2.179 3.691 2.869
F 1.977 -1.956 2.001
P 2.317 -2.878 3.301
F 0.743 -2.939 3.668
F 3.891 -2.812 2.941
F 2.161 -4.212 2.396
F 2.654 -3.783 4.606
F 2.462 -1.524 4.196
C -0.062 -3.332 -0.513
O 0.105 -1.936 -0.708
C -0.361 -1.072 0.343
O -1.074 -1.602 1.169
H 0.868 -3.761 -0.134
H -0.316 -3.781 -1.478
H -0.858 -3.532 0.203
F 2.938 2.518 1.589
B 3.175 1.846 0.411
F 4.482 1.372 0.334
F 2.860 2.598 -0.721
F 2.269 0.656 0.363
C -1.873 1.643 -2.972
N -0.837 0.730 -3.441
C -1.199 -0.214 -4.493
C -0.826 -1.618 -4.045
C 0.675 -1.676 -3.838
N 1.146 -0.448 -3.200
C 2.413 -0.574 -2.474
C 0.233 0.425 -2.687
O 0.467 0.981 -1.594
H -2.676 1.117 -2.458
H -2.255 2.176 -3.846
H -1.445 2.355 -2.273
H -0.692 0.040 -5.431
H -2.272 -0.120 -4.657
H -1.139 -2.367 -4.775
H -1.332 -1.821 -3.098
H 1.197 -1.806 -4.793
H 0.937 -2.516 -3.191
H 3.114 -1.081 -3.140
H 2.285 -1.142 -1.554
H 2.800 0.410 -2.226

## Properties
Calculated total energy in eV: -96033.4335
2S+1: 2
Strongest force on any atom in eV Å⁻¹: 1.082
Net charge: -2
HOMO (alpha / beta) in eV: -2.368 / -3.124
<S²>: 0.752

---

(7)
Here is the molecule C5H7N3 at a distorted geometry from OMol25. Energies are from ωB97M-V/def2-TZVPD.

Atoms and positions in Å:
C 1.275 -0.829 -1.432
C 0.233 -0.061 -0.733
C -0.677 0.965 -1.243
C -1.460 1.516 -0.229
C -0.299 -0.254 0.567
H 1.043 -1.963 -1.818
H 2.265 -0.873 -0.578
H 1.640 -0.158 -2.442
H -0.328 1.248 -2.268
H -2.390 2.013 -0.373
H -1.707 0.322 1.754
H 1.064 -1.024 3.486
N -1.435 0.553 0.815
N 0.490 -0.936 1.646
N 0.287 -0.517 2.847

## Properties
Calculated total energy in eV: -9764.4287
SMILES: [H]/N=N/c1[nH]ccc1C
Strongest force on any atom in eV Å⁻¹: 4.367
HOMO in eV: -8.454

---

(8)
Here is C9H18LiO5 as an isolated structure at a distorted geometry from OMol25. Energies are from ωB97M-V/def2-TZVPD.

Atoms and positions in Å:
Li -0.810 -0.686 -0.216
C -1.652 0.032 -3.055
O -1.584 -0.936 -2.119
H -1.724 1.168 -2.669
H -2.275 -0.320 -3.853
H -0.607 -0.010 -3.432
H -1.942 -1.816 -2.388
C -3.483 0.209 0.356
O -2.270 0.444 0.968
H -4.103 1.073 0.302
H -4.189 -0.469 0.994
H -3.348 -0.174 -0.693
H -2.542 0.468 1.858
C 0.500 -3.348 -0.143
O -0.439 -2.446 0.480
H -0.119 -4.200 -0.692
H 1.125 -3.706 0.601
H 1.197 -2.929 -0.806
H -0.951 -2.928 1.006
C 1.038 2.536 1.240
C 0.757 1.616 0.240
C 1.716 0.626 -0.041
C 3.006 0.470 0.528
C 3.073 1.369 1.686
C 2.183 2.410 2.050
O 2.413 3.261 3.034
O 1.258 -0.372 -0.927
H 0.324 3.284 1.563
H -0.269 1.995 -0.332
H 3.924 -0.135 0.227
H 4.174 1.183 2.134
H 3.496 3.314 3.273
H 2.132 -0.990 -1.182

## Properties
Calculated total energy in eV: -20058.7322
Strongest force on any atom in eV Å⁻¹: 6.493
Net charge: +1
HOMO in eV: -11.017

---

(9)
Here is the molecule C7H9N2OP at a distorted geometry from OMol25. Energies are from ωB97M-V/def2-TZVPD.

Atoms and positions in Å:
C -0.200 1.436 2.035
C -1.078 1.518 0.984
C 0.712 0.398 2.126
C -0.093 -0.201 -0.360
C -1.101 0.624 -0.123
C 1.073 -0.384 1.111
C 0.189 -1.137 -1.419
N -2.103 0.815 -1.018
N -0.218 -0.726 -2.696
O 0.819 -2.181 -1.280
P 2.071 -1.876 1.030
H -0.154 2.040 2.966
H -1.729 2.423 0.732
H 1.349 0.206 3.005
H -2.894 1.310 -0.689
H -2.444 0.023 -1.667
H -0.350 0.230 -3.033
H 0.228 -1.194 -3.484
H 3.046 -1.505 1.865
H 2.877 -1.820 -0.086

## Properties
Calculated total energy in eV: -21715.9272
2S+1: 3
Strongest force on any atom in eV Å⁻¹: 7.537
HOMO (alpha / beta) in eV: -5.501 / -8.436
<S²>: 2.030

---

(10)
Here is a 3-piece molecular cluster, C4H13N2O2 overall at a distorted geometry from OMol25. Energies are from ωB97M-V/def2-TZVPD.

Atoms and positions in Å:
C -0.221 -0.225 -1.993
N 0.169 -1.694 -2.304
C -0.434 -0.282 -0.564
C -0.680 1.132 -0.206
N 0.754 -0.783 -0.015
C 0.514 -1.120 1.340
O -0.766 -0.640 1.936
H 0.656 0.413 -2.167
H -1.078 0.014 -2.614
H 0.636 -1.975 -1.441
H 0.847 -1.628 -3.035
H -1.249 -0.935 -0.283
H -1.570 1.572 -0.610
H -0.542 1.241 0.876
H 0.369 1.774 -0.561
H 1.118 2.331 -0.383
H 1.318 -0.770 2.031
H 0.485 -2.165 1.427
H 0.557 1.772 3.188
H -0.546 0.278 2.428
O -0.338 1.690 2.952

## Properties
Calculated total energy in eV: -11427.1829
Strongest force on any atom in eV Å⁻¹: 4.719
Net charge: -1
HOMO in eV: -3.524

---

(11)
Here is C33H33AlBCl4F7LiN3O10 as an isolated structure at a distorted geometry from OMol25. Energies are from ωB97M-V/def2-TZVPD.

Atoms and positions in Å:
C 5.616 -4.292 -0.902
C 5.672 -2.684 -0.572
O 6.207 -2.344 0.634
O 5.207 -1.597 -1.456
C 3.801 -1.203 -1.108
O 3.496 0.099 -1.027
C 2.767 -2.438 -0.804
C 1.180 -2.039 -0.809
C 0.552 -1.588 0.675
C -1.032 -1.192 0.867
C -1.641 -0.726 2.341
C -0.583 -0.900 3.581
C -1.222 -0.502 5.062
N -0.166 -0.102 6.084
C -1.966 -1.294 -0.516
C -1.324 -1.718 -2.002
C 0.294 -2.099 -2.198
C 0.816 -2.504 -3.683
F 2.272 -2.591 -3.886
F 0.311 -1.602 -4.786
F 0.271 -3.885 -3.967
C -2.431 -1.761 -3.233
O -2.438 -2.650 -4.235
C -3.691 -0.662 -3.249
C -4.260 -0.054 -4.661
C -5.540 1.010 -4.535
C -6.203 1.431 -3.067
B -7.466 2.487 -3.083
O -7.502 3.516 -4.177
O -8.599 2.493 -2.135
C -5.564 0.741 -1.690
C -6.323 1.181 -0.262
C -7.300 0.071 0.350
C -8.059 0.357 1.763
C -7.693 1.850 2.306
C -6.703 2.781 1.455
N -5.951 2.547 0.191
C -4.292 -0.291 -1.739
C -3.602 -0.960 -0.409
O -4.343 -1.242 0.668
H 4.665 -4.723 -0.324
H 5.399 -4.532 -2.050
H 6.533 -4.910 -0.508
H 3.016 -2.822 0.295
H 3.051 -3.314 -1.544
H 1.287 -1.553 1.613
H -2.601 -1.338 2.610
H -1.857 0.445 2.249
H -0.139 -1.987 3.681
H 0.351 -0.179 3.435
H -1.928 0.427 4.899
H -1.798 -1.465 5.449
H -0.388 -0.558 7.018
H 0.778 -0.496 5.834
H -3.857 -0.330 -5.729
H -6.026 1.478 -5.498
H -8.108 3.084 -4.874
H -8.756 3.464 -1.932
H -7.473 -0.949 -0.210
H -8.782 -0.422 2.253
H -8.158 2.238 3.317
H -6.524 3.872 1.911
F 1.784 2.484 7.260
Al 1.818 3.105 5.570
F 0.677 4.490 5.417
F 1.325 1.794 4.438
F 3.485 3.653 5.165
Li 3.318 5.205 7.527
C 9.502 -1.384 -1.470
N 9.763 -2.074 -2.762
O 9.173 -3.142 -2.962
O 10.553 -1.525 -3.539
H 8.792 -1.976 -0.890
H 10.455 -1.299 -0.944
H 9.087 -0.401 -1.700
C -6.282 -4.062 2.402
Cl -7.002 -2.460 2.104
Cl -7.238 -4.922 3.636
Cl -6.281 -5.003 0.889
Cl -4.608 -3.863 2.979
C 5.510 3.457 -0.319
C 5.217 2.908 -1.691
C 4.808 4.152 -2.450
O 5.525 5.249 -1.866
C 6.122 4.802 -0.641
H 6.169 2.820 0.277
H 4.573 3.595 0.234
H 6.131 2.488 -2.126
H 4.447 2.132 -1.699
H 3.738 4.353 -2.336
H 5.040 4.087 -3.517
H 7.202 4.717 -0.807
H 5.948 5.542 0.145

## Properties
Calculated total energy in eV: -136268.6129
Strongest force on any atom in eV Å⁻¹: 9.475
HOMO in eV: -8.715

---

(12)
Here is a 2-piece molecular cluster, C6H11O overall at a distorted geometry from OMol25. Energies are from ωB97M-V/def2-TZVPD.

Atoms and positions in Å:
C -1.852 -0.133 0.538
C -1.274 1.105 -0.175
C -1.082 -1.298 -0.263
C 0.173 0.744 -0.428
C 0.986 -0.142 0.504
C 2.452 -0.103 0.196
O 0.160 -0.691 -0.626
H -1.502 -0.196 1.600
H -2.852 -0.136 0.355
H -1.771 1.298 -1.092
H -1.354 2.210 0.115
H -0.950 -2.128 0.419
H -1.614 -1.547 -1.225
H 1.347 1.743 -1.590
H 0.679 -0.603 1.506
H 2.644 -0.373 -0.912
H 3.008 -0.764 0.789
H 2.804 1.014 0.288

## Properties
Calculated total energy in eV: -8434.6086
Strongest force on any atom in eV Å⁻¹: 4.318
Net charge: +1
HOMO in eV: -15.166

---

Which of these has the lowest strongest force on any atom?
C14H24BF10N3O8PTi